1.
This record from the OMol25 dataset describes one molecule with the formula C7H19N5O2S. The level of theory is wB97M-V/def2-TZVPD.

Each atom is followed by the atoms it is bonded to, with distances in Å.
Geometry (Å):
1 H 1.892 -2.346 -1.048  N2 0.981
2 N 1.194 -2.310 -0.359  H1 0.981, C3 1.232
3 C 1.105 -1.312 0.357  N2 1.232, C4 1.525, H17 1.026
4 C 1.869 0.000 0.215  C3 1.525, C5 1.559, C6 1.618, N7 1.434
5 C 3.082 0.046 -0.764  C4 1.559, H18 1.049, H19 1.156, H20 1.077
6 C 2.562 0.189 1.665  C4 1.618, H21 1.095, H22 1.024, H23 1.087
7 N 0.844 0.995 0.089  C4 1.434, C8 1.484, H24 0.961
8 C -0.113 0.786 -1.025  N7 1.484, C9 1.499, H25 1.064, H26 1.077
9 C -1.193 1.805 -0.818  C8 1.499, C10 1.556, H27 1.055, H28 1.089
10 C -1.911 1.599 0.547  C9 1.556, S11 1.916, H29 1.089, H30 1.068
11 S -3.411 0.431 0.311  C10 1.916, O12 1.427, O13 1.469, N14 1.820
12 O -4.062 0.219 1.563  S11 1.427
13 O -4.228 0.916 -0.810  S11 1.469
14 N -2.744 -1.141 -0.320  S11 1.820, N15 1.444, N16 1.346
15 N -2.322 -1.879 0.847  N14 1.444, H31 1.042, H32 1.109
16 N -3.692 -1.738 -1.068  N14 1.346, H33 1.026, H34 1.025
17 H 0.469 -1.187 1.153  C3 1.026
18 H 2.821 -0.345 -1.701  C5 1.049
19 H 3.843 -0.764 -0.450  C5 1.156
20 H 3.323 1.094 -0.826  C5 1.077
21 H 3.357 0.933 1.551  C6 1.095
22 H 3.053 -0.652 1.981  C6 1.024
23 H 1.765 0.553 2.308  C6 1.087
24 H 1.079 1.927 0.104  N7 0.961
25 H -0.448 -0.224 -1.032  C8 1.064
26 H 0.292 0.913 -2.015  C8 1.077
27 H -0.711 2.733 -0.678  C9 1.055
28 H -1.822 1.858 -1.706  C9 1.089
29 H -1.140 1.270 1.241  C10 1.089
30 H -2.440 2.509 0.724  C10 1.068
31 H -3.134 -2.172 1.431  N15 1.042
32 H -1.900 -2.884 0.642  N15 1.109
33 H -4.492 -1.910 -0.449  N16 1.026
34 H -3.939 -1.013 -1.748  N16 1.025

Results
**SMILES**: [H]/N=C\C(C)(C)NCCCS(=O)(=O)N(N)N
**Multiplicity**: 1
**Total charge**: 0
**Highest occupied orbital energy**: -9.06 eV
**Frontier orbital gap**: 9.8 eV
**LUMO**: 0.740 eV
**ΔE to the lowest compared entry with this formula, charge and spin**: 47.4 kJ/mol

***

2.
This record from the OMol25 dataset describes a 4-piece molecular cluster, C7H19NO3 overall. The level of theory is wB97M-V/def2-TZVPD.

Each atom is followed by the atoms it is bonded to, with distances in Å.
Geometry (Å):
1 C -0.882 -0.184 -1.558  C2 1.551, N8 1.481, H9 1.146, H10 1.059
2 C -1.712 -0.551 -0.301  C1 1.551, C3 1.557, H11 1.113, H12 1.086
3 C -1.629 0.380 0.944  C2 1.557, C4 1.342, C6 1.464
4 C -2.417 1.466 0.991  C3 1.342, H13 1.097, H14 1.077
5 C 0.556 -0.094 1.811  C6 1.350, H15 1.078, H16 1.054
6 C -0.765 0.012 2.068  C3 1.464, C5 1.350, C7 1.506
7 C -1.405 -0.110 3.426  C6 1.506, H17 1.122, H18 1.094, H19 1.106
8 N -1.297 1.114 -2.139  C1 1.481, H20 1.024, H21 1.011
9 H 0.118 0.113 -1.083  C1 1.146
10 H -0.996 -0.954 -2.276  C1 1.059
11 H -1.400 -1.580 -0.013  C2 1.113
12 H -2.754 -0.627 -0.598  C2 1.086
13 H -2.425 2.059 1.914  C4 1.097
14 H -2.943 1.910 0.164  C4 1.077
15 H 1.262 -0.097 2.625  C5 1.078
16 H 0.907 -0.238 0.827  C5 1.054
17 H -1.579 -1.216 3.499  C7 1.122
18 H -0.677 0.174 4.192  C7 1.094
19 H -2.171 0.646 3.682  C7 1.106
20 H -0.477 1.527 -2.592  N8 1.024
21 H -1.700 1.762 -1.476  N8 1.011
22 H 3.488 0.101 0.070  O24 0.981
23 H 2.196 -0.332 -0.260  O24 0.970
24 O 2.918 0.116 -0.728  H22 0.981, H23 0.970
25 H 2.705 -0.365 -3.201  O27 0.961
26 H 2.767 1.084 -2.721  O27 0.963
27 O 2.442 0.529 -3.437  H25 0.961, H26 0.963
28 H 2.820 -1.946 0.300  O30 0.972
29 H 1.638 -3.102 0.314  O30 0.994
30 O 1.897 -2.168 0.090  H28 0.972, H29 0.994

Results
**Multiplicity**: 2
**Total charge**: -1
**Highest occupied orbital energy (alpha / beta)**: 0.36 / -5.80 eV
**Frontier orbital gap (alpha / beta)**: 2.9 / 9.0 eV
**LUMO (alpha / beta)**: 3.236 / 3.158 eV
**ΔE to the lowest compared entry with this formula, charge and spin**: 130.4 kJ/mol

***

3.
This record from the OMol25 dataset describes one molecule with the formula C7H20FPSi2. The level of theory is wB97M-V/def2-TZVPD.

Each atom is followed by the atoms it is bonded to, with distances in Å.
Geometry (Å):
1 C 0.690 2.470 0.279  Si2 1.858, H12 1.100, H13 1.144, H14 1.110
2 Si 1.487 0.803 0.089  C1 1.858, C3 1.868, C4 1.946, C5 1.944
3 C 2.390 0.172 1.597  Si2 1.868, H15 1.095, H16 1.068, H17 1.059
4 C 2.537 1.128 -1.516  Si2 1.946, H18 1.118, H19 1.206, H20 1.147
5 C 0.293 -0.613 -0.504  Si2 1.944, P6 1.916, Si8 1.896, H21 1.113
6 P 0.946 -2.372 -0.118  C5 1.916, F7 1.585, H22 1.397
7 F 2.340 -2.247 -0.864  P6 1.585
8 Si -1.518 -0.587 0.055  C5 1.896, C9 1.993, C10 1.868, C11 1.899
9 C -2.641 0.874 -0.704  Si8 1.993, H23 1.082, H24 1.112, H25 1.054
10 C -1.562 -0.504 1.921  Si8 1.868, H26 1.031, H27 1.119, H28 1.170
11 C -2.271 -2.184 -0.644  Si8 1.899, H29 1.071, H30 1.084, H31 1.113
12 H -0.256 2.356 -0.271  C1 1.100
13 H 0.524 2.792 1.364  C1 1.144
14 H 1.209 3.303 -0.238  C1 1.110
15 H 1.576 -0.179 2.241  C3 1.095
16 H 3.051 -0.643 1.398  C3 1.068
17 H 2.990 0.952 1.989  C3 1.059
18 H 2.990 0.254 -2.046  C4 1.118
19 H 1.655 1.704 -2.104  C4 1.206
20 H 3.344 1.930 -1.372  C4 1.147
21 H 0.191 -0.625 -1.612  C5 1.113
22 H 0.477 -3.097 -1.216  P6 1.397
23 H -2.375 1.187 -1.705  C9 1.082
24 H -3.694 0.527 -0.785  C9 1.112
25 H -2.678 1.712 -0.066  C9 1.054
26 H -2.256 -1.134 2.352  C10 1.031
27 H -0.501 -0.652 2.245  C10 1.119
28 H -1.801 0.565 2.332  C10 1.170
29 H -1.631 -2.966 -0.290  C11 1.071
30 H -3.155 -2.468 -0.085  C11 1.084
31 H -2.352 -2.457 -1.721  C11 1.113

Results
**SMILES**: C[Si](C)(C)C(PF)[Si](C)(C)C
**Multiplicity**: 1
**Total charge**: 0
**Highest occupied orbital energy**: -9.18 eV
**Frontier orbital gap**: 10.0 eV
**LUMO**: 0.836 eV
**ΔE to the lowest compared entry with this formula, charge and spin**: 0.0 kJ/mol

***

4.
This record from the OMol25 dataset describes one molecule with the formula C7H20N2O2Si. The level of theory is wB97M-V/def2-TZVPD.

Each atom is followed by the atoms it is bonded to, with distances in Å.
Geometry (Å):
1 C 2.211 2.431 -1.906  O2 1.382, H13 1.117, H14 1.062, H15 1.102
2 O 1.272 2.303 -0.901  C1 1.382, Si3 1.729
3 Si -0.141 1.326 -1.095  O2 1.729, C4 1.874, C5 1.868, O11 1.649
4 C -0.883 1.749 -2.764  Si3 1.874, H16 1.070, H17 1.114, H18 1.119
5 C 0.179 -0.504 -0.896  Si3 1.868, C6 1.458, H19 1.083, H20 1.120
6 C 0.409 -0.805 0.512  C5 1.458, N7 1.433, H21 1.095, H22 1.077
7 N 0.851 -2.145 0.766  C6 1.433, C8 1.455, H23 1.020
8 C 0.999 -2.563 2.152  N7 1.455, C9 1.520, H24 1.119, H25 1.070
9 C -0.259 -3.197 2.724  C8 1.520, N10 1.524, H26 1.057, H27 1.106
10 N -1.577 -2.718 2.129  C9 1.524, H28 0.998, H29 1.032
11 O -1.413 1.774 -0.146  Si3 1.649, C12 1.442
12 C -1.560 3.174 0.168  O11 1.442, H30 1.136, H31 1.123, H32 1.111
13 H 3.144 2.075 -1.405  C1 1.117
14 H 1.906 1.820 -2.720  C1 1.062
15 H 2.349 3.436 -2.336  C1 1.102
16 H -1.671 1.050 -2.955  C4 1.070
17 H -0.156 1.763 -3.608  C4 1.114
18 H -1.362 2.760 -2.755  C4 1.119
19 H 1.122 -0.562 -1.425  C5 1.083
20 H -0.531 -1.244 -1.344  C5 1.120
21 H 1.089 -0.072 0.959  C6 1.095
22 H -0.483 -0.702 1.105  C6 1.077
23 H 0.396 -2.875 0.219  N7 1.020
24 H 1.388 -1.737 2.798  C8 1.119
25 H 1.816 -3.251 2.082  C8 1.070
26 H -0.307 -3.232 3.780  C9 1.057
27 H -0.250 -4.291 2.563  C9 1.106
28 H -2.272 -3.386 2.385  N10 0.998
29 H -1.396 -2.820 1.118  N10 1.032
30 H -2.681 3.312 0.289  C12 1.136
31 H -1.031 3.310 1.149  C12 1.123
32 H -1.159 3.820 -0.642  C12 1.111

Results
**SMILES**: CO[Si](C)(CCNCCN)OC
**Multiplicity**: 1
**Total charge**: 0
**Highest occupied orbital energy**: -8.32 eV
**Frontier orbital gap**: 9.3 eV
**LUMO**: 0.937 eV

***

5.
This record from the OMol25 dataset describes a 2-piece molecular cluster, C7H20N2O3P overall. The level of theory is wB97M-V/def2-TZVPD.

Each atom is followed by the atoms it is bonded to, with distances in Å.
Geometry (Å):
1 N 6.393 -1.526 0.491  P2 1.667, H8 1.017, H9 1.014
2 P 5.021 -1.204 -0.401  N1 1.667, C3 1.790, H10 1.398, H11 1.393
3 C 3.594 -1.878 0.443  P2 1.790, C4 1.552, H12 1.082, H13 1.080
4 C 2.406 -2.240 -0.488  C3 1.552, C5 1.526, H14 1.076, H15 1.082
5 C 1.106 -1.851 0.210  C4 1.526, N6 1.378, O7 1.216
6 N 0.890 -0.493 0.309  C5 1.378, H16 1.011, H17 1.005
7 O 0.393 -2.695 0.718  C5 1.216
8 H 6.106 -1.644 1.459  N1 1.017
9 H 7.040 -0.746 0.480  N1 1.014
10 H 4.856 0.180 -0.509  P2 1.398
11 H 5.160 -1.679 -1.703  P2 1.393
12 H 3.281 -1.110 1.138  C3 1.082
13 H 3.912 -2.749 0.995  C3 1.080
14 H 2.373 -3.309 -0.602  C4 1.076
15 H 2.463 -1.777 -1.464  C4 1.082
16 H -0.093 -0.262 0.354  N6 1.011
17 H 1.368 0.033 -0.401  N6 1.005
18 C -3.669 -0.348 -0.420  O19 1.423, H24 1.088, H25 1.090, H26 1.094
19 O -2.529 0.503 -0.403  C18 1.423, C20 1.422
20 C -2.676 1.652 -1.226  O19 1.422, C21 1.514, H27 1.093, H28 1.095
21 C -3.099 2.878 -0.443  C20 1.514, O22 1.413, H29 1.094, H30 1.095
22 O -4.379 2.729 0.136  C21 1.413, C23 1.418
23 C -4.354 2.356 1.504  O22 1.418, H31 1.095, H32 1.092, H33 1.088
24 H -3.611 -0.996 0.453  C18 1.088
25 H -4.596 0.223 -0.376  C18 1.090
26 H -3.667 -0.969 -1.321  C18 1.094
27 H -3.388 1.453 -2.031  C20 1.093
28 H -1.701 1.852 -1.683  C20 1.095
29 H -3.153 3.724 -1.134  C21 1.094
30 H -2.355 3.117 0.324  C21 1.095
31 H -4.142 3.227 2.133  C23 1.095
32 H -3.611 1.580 1.701  C23 1.092
33 H -5.339 1.972 1.758  C23 1.088

Results
**Multiplicity**: 1
**Total charge**: +1
**Highest occupied orbital energy**: -11.18 eV
**Frontier orbital gap**: 7.4 eV
**LUMO**: -3.740 eV
**ΔE to the lowest compared entry with this formula, charge and spin**: 14.6 kJ/mol

***

6.
This record from the OMol25 dataset describes a 4-piece molecular cluster, C7H20O4 overall. The level of theory is wB97M-V/def2-TZVPD.

Each atom is followed by the atoms it is bonded to, with distances in Å.
Geometry (Å):
1 C -1.473 -1.338 -0.546  C2 1.358, H9 1.093, H10 1.131
2 C -0.369 -1.197 0.232  C1 1.358, C3 1.555, C5 1.528
3 C 1.068 -1.663 -0.132  C2 1.555, C4 1.613, H11 1.068, H12 1.086
4 C 1.462 -1.958 -1.669  C3 1.613, H13 1.047, H14 1.140, H15 1.150
5 C -0.564 -0.616 1.632  C2 1.528, C6 1.556, H16 1.100, H17 1.088
6 C 0.420 0.542 1.965  C5 1.556, C7 1.559, H18 1.140, H19 1.221
7 C -0.049 1.889 1.334  C6 1.559, O8 1.526, H20 1.180, H21 1.060
8 O 0.223 1.887 -0.168  C7 1.526, H22 0.904
9 H -1.651 -1.999 -1.399  C1 1.093
10 H -2.453 -0.805 -0.364  C1 1.131
11 H 1.800 -1.006 0.282  C3 1.068
12 H 1.187 -2.584 0.431  C3 1.086
13 H 2.367 -2.473 -1.782  C4 1.047
14 H 1.597 -0.967 -2.216  C4 1.140
15 H 0.578 -2.518 -2.144  C4 1.150
16 H -0.568 -1.517 2.262  C5 1.100
17 H -1.511 -0.081 1.654  C5 1.088
18 H 1.487 0.198 1.761  C6 1.140
19 H 0.446 0.741 3.170  C6 1.221
20 H 0.723 2.669 1.767  C7 1.180
21 H -1.045 2.229 1.461  C7 1.060
22 H -0.031 1.117 -0.566  O8 0.904
23 O -3.384 1.664 0.982  H24 0.962, H25 0.975
24 H -2.863 1.811 0.186  O23 0.962
25 H -3.792 0.819 0.717  O23 0.975
26 O -0.657 0.394 -2.950  H27 0.974, H28 0.943
27 H -0.960 -0.469 -2.616  O26 0.974
28 H 0.043 0.138 -3.528  O26 0.943
29 O 2.853 1.484 0.351  H30 0.909, H31 0.931
30 H 2.038 1.333 -0.023  O29 0.909
31 H 3.078 2.275 -0.085  O29 0.931

Results
**SMILES**: C=C(CC)CCCO.O.O.O
**Multiplicity**: 1
**Total charge**: 0
**Highest occupied orbital energy**: -9.54 eV
**Frontier orbital gap**: 10.1 eV
**LUMO**: 0.564 eV
**ΔE to the lowest compared entry with this formula, charge and spin**: 213.1 kJ/mol

***

7.
This record from the OMol25 dataset describes a 6-piece molecular cluster, C7H20O5 overall. The level of theory is wB97M-V/def2-TZVPD.

Each atom is followed by the atoms it is bonded to, with distances in Å.
Geometry (Å):
1 C 1.497 1.332 -2.603  C2 1.339, H8 1.057, H9 1.156
2 C 1.566 0.882 -1.344  C1 1.339, C3 1.442, H10 1.098
3 C 0.575 1.227 -0.356  C2 1.442, C4 1.356, H11 1.067
4 C 0.092 2.437 0.018  C3 1.356, C5 1.457, H12 1.095
5 C -0.877 2.537 1.101  C4 1.457, C6 1.335, C7 1.387
6 C -0.266 2.307 2.266  C5 1.335, H13 1.005, H14 1.088
7 C -2.245 2.579 0.880  C5 1.387, H15 0.999, H16 1.068, H17 1.220
8 H 2.189 1.120 -3.374  C1 1.057
9 H 0.803 2.146 -3.044  C1 1.156
10 H 2.328 0.195 -0.953  C2 1.098
11 H 0.340 0.348 0.201  C3 1.067
12 H 0.285 3.472 -0.286  C4 1.095
13 H 0.722 2.120 2.277  C6 1.005
14 H -0.708 2.207 3.254  C6 1.088
15 H -2.967 2.869 1.506  C7 0.999
16 H -2.555 2.820 -0.113  C7 1.068
17 H -2.501 1.388 0.816  C7 1.220
18 O 1.784 -2.675 2.223  H19 1.043, H20 1.083
19 H 1.223 -3.021 3.032  O18 1.043
20 H 2.533 -2.022 2.654  O18 1.083
21 O 0.044 -3.575 0.480  H22 0.995, H23 0.926
22 H 0.928 -4.031 0.514  O21 0.995
23 H 0.247 -2.824 0.982  O21 0.926
24 O 2.749 -1.569 -0.248  H25 0.940, H26 1.050
25 H 3.559 -1.730 -0.697  O24 0.940
26 H 2.070 -2.308 -0.557  O24 1.050
27 O -1.221 -1.626 -2.563  H28 0.959, H29 1.036
28 H -0.423 -1.476 -2.051  O27 0.959
29 H -1.900 -1.259 -1.871  O27 1.036
30 O -3.112 -0.927 -0.754  H31 1.003, H32 0.910
31 H -3.199 -1.565 0.016  O30 1.003
32 H -3.561 -1.377 -1.405  O30 0.910

Results
**SMILES**: C=C/C=C/C(=C)C.O.O.O.O.O
**Multiplicity**: 1
**Total charge**: 0
**Highest occupied orbital energy**: -8.47 eV
**Frontier orbital gap**: 8.6 eV
**LUMO**: 0.108 eV
**ΔE to the lowest compared entry with this formula, charge and spin**: 381.6 kJ/mol

***

8.
This record from the OMol25 dataset describes one molecule with the formula C7H20Si2. The level of theory is wB97M-V/def2-TZVPD.

Each atom is followed by the atoms it is bonded to, with distances in Å.
Geometry (Å):
1 C 2.312 -0.118 -0.690  Si2 1.885, H10 1.110, H11 1.077, H12 1.090
2 Si 1.342 -0.456 0.890  C1 1.885, C3 1.858, C4 1.888, C5 1.914
3 C 2.430 -0.001 2.325  Si2 1.858, H13 1.104, H14 1.076, H15 1.106
4 C 0.754 -2.238 1.101  Si2 1.888, H16 1.091, H17 1.119, H18 1.093
5 C -0.181 0.703 0.889  Si2 1.914, Si6 1.915, H19 1.074, H20 1.079
6 Si -1.407 0.605 -0.579  C5 1.915, C7 1.854, C8 1.860, C9 1.862
7 C -3.194 0.736 -0.102  Si6 1.854, H21 1.069, H22 1.097, H23 1.092
8 C -0.886 1.910 -1.797  Si6 1.860, H24 1.110, H25 1.088, H26 1.086
9 C -1.326 -0.940 -1.615  Si6 1.862, H27 1.094, H28 1.082, H29 1.106
10 H 2.485 0.961 -0.884  C1 1.110
11 H 3.268 -0.593 -0.546  C1 1.077
12 H 1.820 -0.548 -1.562  C1 1.090
13 H 3.448 -0.428 2.284  C3 1.104
14 H 1.922 -0.282 3.231  C3 1.076
15 H 2.505 1.102 2.323  C3 1.106
16 H -0.176 -2.212 1.671  C4 1.091
17 H 1.523 -2.775 1.712  C4 1.119
18 H 0.684 -2.758 0.142  C4 1.093
19 H -0.742 0.490 1.780  C5 1.074
20 H 0.143 1.728 0.981  C5 1.079
21 H -3.408 -0.089 0.543  C7 1.069
22 H -3.336 1.697 0.408  C7 1.097
23 H -3.847 0.623 -0.970  C7 1.092
24 H -0.959 2.853 -1.215  C8 1.110
25 H -1.474 1.965 -2.710  C8 1.088
26 H 0.155 1.733 -2.052  C8 1.086
27 H -2.307 -1.233 -2.002  C9 1.094
28 H -0.870 -1.767 -1.088  C9 1.082
29 H -0.680 -0.669 -2.471  C9 1.106

Results
**SMILES**: C[Si](C)(C)C[Si](C)(C)C
**Multiplicity**: 1
**Total charge**: 0
**Highest occupied orbital energy**: -9.82 eV
**Frontier orbital gap**: 10.7 eV
**LUMO**: 0.877 eV
**ΔE to the lowest compared entry with this formula, charge and spin**: 6.0 kJ/mol

***

| no. | E (eV) |
| --- | --- |
| 1 | -29943.510 |
| 2 | -15196.666 |
| 3 | -35346.163 |
| 4 | -22536.834 |
| 5 | -25987.094 |
| 6 | -15770.985 |
| 7 | -17816.082 |
| 8 | -23340.583 |